# 1
The following is a quantum chemistry calculation of a structure of composition C40H44AuBN6P at a distorted geometry, from OMol25.

- F_max (eV/A) = 1.3
- total charge = +1
- highest occupied orbital energy (hartree) = -0.405
- relative energy (zero: lowest compared OMol25 entry of this formula, charge and spin) (kcal/mol) = 0.0
- 2S+1 = 1

Last column: Löwdin charge in e.
Geometry (Å):
Au: 0.35 0.04 -0.68  1.16
P: -0.09 -0.23 1.57  1.04
N: -1.19 1.85 -2.92  -0.05
N: -1.17 -1.15 -1.65  -0.02
N: 0.63 0.20 -3.63  -0.01
N: -1.58 -0.66 -2.85  -0.01
N: 1.30 -0.31 -2.56  -0.02
N: -0.85 2.14 -1.63  0.10
C: -2.72 0.44 1.04  -0.10
C: 2.55 -0.59 -2.96  -0.26
C: -3.97 0.95 1.37  -0.07
C: 3.53 2.85 -0.48  -0.05
C: 0.21 -4.26 3.69  -0.05
C: -0.03 -1.85 2.35  -0.37
C: -1.80 3.93 -2.60  -0.01
C: 3.84 2.95 0.84  -0.02
C: -1.89 -2.26 -1.41  -0.28
C: -0.14 3.71 0.87  -0.05
C: 2.65 1.51 4.08  -0.05
C: -1.68 0.51 1.97  -0.37
C: 1.25 -3.81 2.88  -0.05
C: 1.14 -2.60 2.22  -0.08
C: 2.06 1.36 1.36  -0.23
C: 3.16 -1.78 -0.76  -0.09
C: -1.12 4.22 -0.17  -0.35
C: -2.77 -2.48 -2.47  0.01
C: -2.53 -1.45 -3.35  -0.04
C: 4.02 -2.57 -2.95  -0.06
C: 3.38 2.25 3.19  0.00
C: -1.67 -3.16 -0.24  -0.37
C: -2.96 -3.34 0.55  -0.05
C: -3.13 1.62 3.53  -0.06
C: -4.18 1.54 2.61  -0.06
C: -1.75 2.91 -3.51  -0.06
C: 1.45 0.25 -4.67  -0.04
C: 1.28 0.67 2.31  -0.30
C: -1.11 -4.51 -0.70  -0.04
C: -0.94 -3.50 3.83  -0.06
C: -1.89 1.10 3.21  -0.08
C: 2.69 -0.23 -4.30  0.00
C: -1.07 -2.29 3.15  -0.08
C: 3.58 -1.34 -2.15  -0.35
C: 1.58 0.71 3.64  -0.06
C: 1.80 1.25 -0.03  -0.29
C: 2.50 1.99 -0.94  -0.09
C: 3.11 2.20 1.80  -0.16
C: -2.52 4.38 0.44  -0.05
C: -1.21 3.41 -1.44  -0.26
B: -0.89 0.52 -3.58  -0.53
H: -1.08 1.18 3.93  0.10
H: 4.08 3.44 -1.21  0.11
H: -0.25 4.29 1.79  0.09
H: 3.04 -0.96 -0.06  0.04
H: -5.15 1.94 2.86  0.11
H: -1.81 -5.01 -1.38  0.08
H: 3.56 -0.35 -4.92  0.11
H: 2.22 -2.35 -0.80  0.07
H: -4.77 0.90 0.65  0.12
H: -0.16 -4.39 -1.22  0.08
H: -3.24 4.76 -0.28  0.08
H: -3.47 -3.29 -2.58  0.12
H: -2.56 0.01 0.06  0.08
H: -1.75 -3.85 4.46  0.12
H: -2.08 2.85 -4.53  0.12
H: -2.48 5.07 1.28  0.08
H: 4.64 3.59 1.18  0.12
H: 1.09 0.61 -5.62  0.13
H: 4.34 -2.32 -3.96  0.07
H: 2.89 1.55 5.14  0.11
H: -1.31 0.56 -4.70  0.12
H: 4.45 -0.68 -2.06  0.15
H: -2.79 -3.96 1.43  0.08
H: -0.77 5.21 -0.49  0.14
H: 4.19 2.88 3.54  0.12
H: -2.88 3.42 0.81  0.06
H: -0.96 -5.16 0.16  0.08
H: -0.36 2.67 1.12  0.04
H: 1.02 0.12 4.35  0.12
H: 4.84 -3.08 -2.45  0.08
H: 2.27 1.95 -1.99  0.10
H: -3.38 -2.39 0.89  0.07
H: 0.30 -5.20 4.21  0.11
H: 1.96 -2.25 1.60  0.09
H: 3.19 -3.27 -3.04  0.09
H: 0.89 3.79 0.54  0.07
H: -1.98 -1.71 3.26  0.11
H: -2.19 4.92 -2.74  0.11
H: 3.92 -2.45 -0.36  0.09
H: -0.91 -2.70 0.39  0.08
H: -3.71 -3.83 -0.06  0.09
H: -3.29 2.09 4.49  0.11
H: -2.96 -1.23 -4.31  0.13
H: 2.15 -4.40 2.77  0.11

# 2
The following is a quantum chemistry calculation of a structure of composition CH2FYb at a distorted geometry, from OMol25.

- F_max (eV/A) = 1.1
- total charge = +2
- highest occupied orbital energy (alpha / beta) (hartree) = -0.747 / -0.746
- ⟨S²⟩ = 0.76
- relative energy (zero: lowest compared OMol25 entry of this formula, charge and spin) (kcal/mol) = 0.0
- 2S+1 = 2

Last column: Mulliken spin population.
Geometry (Å):
Yb: -0.90 -1.77 0.05  0.19
F: 1.74 0.59 -1.00  0.00
C: 0.84 0.45 -0.11  0.01
H: -2.62 -0.57 0.45  0.80
H: 0.95 1.29 0.61  0.00

# 3
The following is a quantum chemistry calculation of a cluster of 2 separate species, C2HNO in total at a distorted geometry, from OMol25.

- F_max (eV/A) = 4.5
- highest occupied orbital energy (hartree) = -0.474
- relative energy (zero: lowest compared OMol25 entry of this formula, charge and spin) (kcal/mol) = 5.8
- 2S+1 = 1

Last column: natural (NBO) charge in e.
Geometry (Å):
O: 1.54 -1.31 -1.27  -0.49
N: -1.26 1.93 -0.09  -0.28
C: -1.10 1.00 0.56  0.08
C: 1.59 -1.89 -0.32  0.49
H: -0.77 0.26 1.11  0.20

# 4
The following is a quantum chemistry calculation of a structure of composition C17H21N5O at a distorted geometry, from OMol25.

- F_max (eV/A) = 19.5
- highest occupied orbital energy (hartree) = -0.302
- relative energy (zero: lowest compared OMol25 entry of this formula, charge and spin) (kcal/mol) = 443.8
- 2S+1 = 1

Last column: natural (NBO) charge in e.
Geometry (Å):
O: -3.13 -0.63 0.56  -0.63
N: -0.37 -0.11 -1.47  -0.47
N: 1.85 -0.80 -1.10  -0.51
N: 3.17 0.79 0.18  -0.20
N: -1.17 1.95 -0.64  -0.65
N: 3.12 2.03 0.64  -0.19
C: 0.75 -0.82 -1.73  0.29
C: -0.07 0.92 -0.84  0.43
C: 5.61 0.84 0.73  -0.16
C: -3.15 0.91 1.12  -0.06
C: 5.95 -1.71 -0.43  -0.11
C: -2.47 1.70 -1.26  -0.13
C: 1.83 2.35 0.54  -0.02
C: 4.68 -1.23 -0.60  -0.35
C: -4.06 -2.86 0.47  -0.66
C: -3.51 1.90 -0.03  -0.38
C: -5.52 -0.83 0.21  -0.63
C: 4.54 -0.13 0.10  0.25
C: 1.18 1.48 -0.60  -0.22
C: -4.30 -1.52 0.69  0.21
C: 2.09 0.28 -0.66  0.38
C: 7.03 -1.23 0.35  -0.27
C: 6.72 0.02 0.96  -0.17
H: 7.92 -1.75 0.36  0.23
H: -6.24 -1.54 0.26  0.21
H: -3.86 0.77 2.00  0.19
H: -5.72 0.23 0.48  0.22
H: 7.66 0.75 1.40  0.20
H: -4.41 1.80 -0.25  0.18
H: -3.16 -3.09 0.83  0.24
H: 0.40 -1.82 -1.94  0.18
H: -0.93 2.86 -0.22  0.39
H: -2.70 2.34 -1.75  0.15
H: -2.20 0.91 1.69  0.21
H: -4.85 -3.42 0.55  0.22
H: -3.28 2.60 0.44  0.17
H: -2.60 0.83 -1.44  0.21
H: -4.57 -1.46 1.96  0.08
H: 6.06 -2.92 -0.84  0.20
H: 1.63 3.27 0.73  0.18
H: 5.44 1.66 1.02  0.18
H: -3.92 -2.93 -0.49  0.21
H: 3.92 -1.64 -0.96  0.24
H: -5.32 -0.77 -0.97  0.17

# 5
The following is a quantum chemistry calculation of an isolated molecule of C19H13ClN2O3S3 at a distorted geometry, from OMol25.

- F_max (eV/A) = 1.1
- highest occupied orbital energy (hartree) = -0.300
- structure (SMILES) = O=S(=O)(Nc1ccc(O)c(Sc2nc3ccccc3s2)c1)c1ccc(Cl)cc1
- 2S+1 = 1

Last column: natural (NBO) charge in e.
Geometry (Å):
Cl: -5.24 -1.25 -2.54  0.03
S: 3.98 -0.81 -0.92  0.41
S: -1.40 0.25 2.16  2.32
S: 2.08 1.27 -2.02  0.27
O: -2.15 0.17 3.38  -0.94
O: -0.15 -0.43 2.07  -0.92
O: 2.69 4.15 -1.34  -0.66
N: 1.40 -0.99 -0.71  -0.47
N: -1.21 1.90 1.90  -0.88
C: -0.22 2.47 1.10  0.21
C: -3.79 0.17 0.88  -0.11
C: 2.33 -0.24 -1.17  -0.08
C: 1.32 2.26 -0.73  -0.21
C: 1.90 -2.09 -0.08  0.17
C: 0.33 1.72 0.07  -0.27
C: 1.81 -4.14 1.13  -0.20
C: -4.66 -0.16 -0.15  -0.25
C: -4.17 -0.85 -1.25  -0.02
C: 3.31 -2.19 -0.10  -0.24
C: -2.83 -1.23 -1.33  -0.22
C: -2.46 -0.21 0.80  -0.36
C: 1.16 4.33 0.45  -0.24
C: 0.20 3.78 1.28  -0.25
C: 1.74 3.58 -0.57  0.28
C: 1.15 -3.08 0.55  -0.21
C: -1.98 -0.90 -0.29  -0.19
C: 3.97 -3.26 0.49  -0.22
C: 3.20 -4.23 1.10  -0.20
H: -1.52 2.46 2.69  0.42
H: 1.25 -4.91 1.63  0.22
H: 0.03 0.70 -0.07  0.25
H: 1.49 5.34 0.58  0.23
H: -5.70 0.12 -0.11  0.23
H: -0.23 4.38 2.07  0.21
H: -2.47 -1.77 -2.19  0.23
H: -0.94 -1.19 -0.33  0.26
H: 0.08 -3.00 0.59  0.23
H: -4.13 0.69 1.75  0.23
H: 3.69 -5.07 1.57  0.22
H: 5.04 -3.32 0.46  0.22
H: 3.05 3.49 -1.96  0.49